No. 1
Below is a structure of composition CH2BrI at a distorted geometry, with properties calculated with ωB97M-V with the def2-TZVPD basis set.

Calculated values
- energy relative to the best compared isomer or geometry (same formula, charge and spin) (eV) = 4.0511
- HOMO-LUMO gap (hartree) = 0.2760
- HOMO level (eV) = -9.1
- total charge = 0

Positions of all 5 atoms, in Å:
C1 -0.426 -0.547 -0.181
Br1 -0.839 1.253 -0.440
I1 -1.921 -1.982 -0.609
H1 1.849 0.916 0.799
H2 1.337 0.360 0.432



No. 2
Below is a cluster of 2 separate species, CH2BrN2O3 in total at a distorted geometry, with properties calculated with ωB97M-V with the def2-TZVPD basis set.

Calculated values
- energy relative to the best compared isomer or geometry (same formula, charge and spin) (eV) = 3.0108
- HOMO-LUMO gap (hartree) = 0.1794
- HOMO level (eV) = -12.7
- total charge = +1

Positions of all 9 atoms, in Å:
C1 0.730 -0.573 -0.354
N1 0.392 2.776 1.225
N2 0.327 -1.779 -0.296
O1 1.389 2.710 0.680
O2 -0.613 2.720 1.657
O3 -1.011 -2.198 -0.574
Br1 -0.322 0.542 -1.382
H1 0.573 -2.575 0.295
H2 -1.466 -1.622 -1.251